1.
43
Properties=species:S:1:pos:R:3:forces:R:3 method="wB97M-V/def2-TZVPD" lumo_ha=0.02041 orbital_gap_ev=9.36 multiplicity=1 smiles="COC(CNC(=O)c1ccc2c(c1)ncn2-c1cccc(F)c1)OC" e_homo_ev=-8.81
C 3.507069 -3.186021 -4.621746 0.0805 -0.0367 0.0346
O 2.152026 -3.285389 -4.231012 -0.2153 -0.1437 0.0876
C 1.958792 -3.879571 -2.987539 -0.1794 0.0964 0.4081
C 0.444832 -3.815473 -2.682882 0.4205 -0.3465 0.0042
N 0.082433 -2.649503 -1.920321 -0.0214 0.1433 -0.2782
C 0.237770 -2.644916 -0.568194 -0.1732 0.1584 -0.2237
O 0.561404 -3.642312 0.048594 0.1792 -0.1578 0.1626
C -0.039660 -1.340569 0.098119 0.0522 0.0957 0.3053
C -0.989737 -0.442520 -0.411543 0.0624 0.0043 0.0177
C -1.260368 0.758677 0.210180 -0.1211 0.1681 -0.0787
C -0.539249 1.060609 1.355873 0.2828 -0.6738 -0.0564
C 0.397736 0.147968 1.900229 -0.5485 0.4342 -0.5012
C 0.645276 -1.062642 1.271192 -0.1124 0.0322 -0.1310
N 0.922161 0.669876 3.057563 0.3848 -0.1433 0.5157
C 0.337606 1.808527 3.219837 0.1660 -0.0667 0.0559
N -0.560518 2.126289 2.230122 0.2012 -0.3103 0.0148
C -1.301681 3.307932 2.137334 -0.4320 0.6859 0.0183
C -1.870240 3.863710 3.280997 0.1053 -0.1896 -0.0330
C -2.592793 5.039496 3.194756 0.0743 0.0143 -0.1039
C -2.766468 5.674267 1.976664 0.0298 0.0290 -0.1921
C -2.190933 5.108585 0.853277 -0.0271 -0.0653 0.1550
F -2.340947 5.717601 -0.338242 0.0201 -0.0580 0.1127
C -1.455677 3.940143 0.907571 -0.0247 0.0309 0.0150
O 2.424597 -5.205787 -3.009968 -0.1106 0.1631 -0.4867
C 2.803618 -5.696222 -1.741506 0.0005 -0.0039 0.1209
H 3.505260 -2.698930 -5.593987 0.0912 0.0074 0.0209
H 4.074300 -2.581227 -3.903578 -0.0002 -0.0097 -0.0433
H 3.963992 -4.174939 -4.701583 0.0003 0.0768 -0.0174
H 2.514438 -3.318429 -2.204396 -0.0763 -0.1203 -0.1573
H 0.171834 -4.693990 -2.094929 0.0179 0.0866 -0.1395
H -0.093112 -3.822363 -3.630804 0.0013 -0.0419 0.0482
H 0.035218 -1.774021 -2.415660 -0.0164 0.0105 0.1551
H -1.553842 -0.710489 -1.292396 -0.0596 -0.0201 -0.0677
H -2.018837 1.422537 -0.175723 -0.0587 0.0314 -0.0537
H 1.342680 -1.776108 1.678535 0.0802 -0.0981 0.0465
H 0.542022 2.480054 4.031303 -0.0314 0.2355 0.1332
H -1.754097 3.364652 4.230540 -0.0195 -0.0736 0.0773
H -3.031853 5.462676 4.084679 -0.0426 0.0344 0.0745
H -3.330740 6.588269 1.889172 -0.0613 0.0934 -0.0366
H -0.997902 3.547849 0.013909 0.0493 -0.0211 -0.0921
H 2.016634 -5.545209 -0.996951 0.0278 -0.0292 0.0096
H 2.990752 -6.759393 -1.872893 0.0361 0.0049 0.0887
H 3.717308 -5.201283 -1.390396 -0.0320 -0.0272 0.0099

---

2.
40
Properties=species:S:1:pos:R:3:forces:R:3 method="wB97M-V/def2-TZVPD" lumo_ha="0.09616 / 0.06071" orbital_gap_ev="7.15 / 6.18" multiplicity=2 e_homo_ev="-4.53 / -4.53" charge=-1
Hg -1.521302 1.184822 -2.606412 0.0221 -0.0314 -0.0631
C 3.419612 0.787886 -1.581419 -0.1351 0.3231 -0.1016
C 2.836797 1.895380 -2.456064 0.0926 -0.4347 -0.9549
C 3.872458 2.984413 -2.732017 -0.1623 -0.2523 0.1279
O 1.692190 2.452985 -1.853815 -0.2384 0.1974 0.3910
C 2.397456 1.247678 -3.857838 0.7836 0.7174 1.3645
O 3.301461 0.775439 -4.540514 0.5821 -0.4769 -0.5756
O 1.179176 1.327467 -4.080258 -1.3709 0.0135 -0.2910
H 3.720601 1.195256 -0.617580 0.0942 0.0428 0.1798
H 4.275531 0.345194 -2.082725 0.0920 -0.0830 -0.0206
H 2.667368 0.021797 -1.408799 -0.0990 -0.1287 0.0044
H 4.248984 3.391007 -1.793127 0.0562 0.1076 0.1088
H 3.418870 3.787178 -3.309471 -0.0514 0.0859 -0.0363
H 4.691959 2.561274 -3.305199 0.1258 -0.0248 -0.0505
H 0.997896 2.280571 -2.524892 0.1746 -0.0713 -0.0554
C -2.186840 0.553912 5.560432 0.0092 0.0310 0.0326
C -2.016229 -0.667820 4.926082 -0.0003 -0.0788 0.0316
C -1.701531 -0.722362 3.581636 0.0378 0.1544 -0.0773
C -1.554778 0.450942 2.839870 -0.1376 -0.0641 0.5693
C -1.696663 1.673362 3.496814 0.0529 -0.0964 -0.2235
C -2.016598 1.724079 4.839320 -0.0126 0.0368 0.2088
C -1.326407 0.437704 1.395097 0.0874 0.0942 -0.4705
C -1.355016 -0.607609 0.619335 0.0294 0.6191 0.3873
C -1.410647 -1.665616 -0.219755 -0.0484 -0.7261 -0.4814
C -0.226813 -2.331995 -0.662604 -0.0381 0.2619 0.2399
C -0.305008 -3.463020 -1.430996 0.0396 -0.1979 -0.0650
C -1.538535 -3.990150 -1.806099 0.0319 0.0153 -0.0489
C -2.704471 -3.322978 -1.442143 -0.1796 -0.1578 -0.0768
C -2.661493 -2.186411 -0.677354 0.0683 0.2366 0.1946
H -2.443268 0.593194 6.609596 -0.0097 -0.0063 0.0650
H -2.135042 -1.584309 5.485512 -0.0012 -0.0927 0.0476
H -1.564425 -1.672079 3.085364 -0.0361 -0.1212 -0.0427
H -1.560751 2.591090 2.941011 -0.0196 0.0503 -0.0775
H -2.135244 2.681595 5.327274 -0.0004 0.0589 0.0244
H -1.166243 1.426277 0.962607 0.0056 -0.0452 -0.2119
H 0.726890 -1.910133 -0.384742 0.1063 -0.0099 0.0214
H 0.600707 -3.956717 -1.751260 0.1073 0.0124 -0.0165
H -1.591246 -4.898844 -2.387772 0.0118 -0.0173 -0.0727
H -3.659897 -3.715653 -1.766943 -0.0422 0.0395 0.0203
H -3.569508 -1.674804 -0.390154 -0.0276 0.0187 -0.0051

---

3.
43
Properties=species:S:1:pos:R:3:forces:R:3 method="wB97M-V/def2-TZVPD" lumo_ha="0.10909 / 0.10908" orbital_gap_ev="5.75 / 5.75" multiplicity=1 e_homo_ev="-2.78 / -2.78" charge=-1
Ir 1.107631 0.166616 0.814123 -1.3234 -0.5742 -1.0365
C 1.036241 -1.295959 4.715787 -0.0458 0.0261 0.0857
O -0.038706 -2.235650 4.680266 0.2532 0.0073 0.0179
C -0.776499 -2.407664 3.541268 -0.0129 -0.0319 0.0943
C -1.978493 -3.062899 3.728730 -0.0601 -0.0283 -0.1321
C -2.821288 -3.339685 2.652962 0.0207 0.0204 0.0412
C -2.458611 -2.911675 1.394460 -0.1329 0.0005 -0.0932
C -1.257362 -2.226391 1.176098 -0.0292 0.0150 -0.0377
C -1.006205 -1.748582 -0.178214 -0.5137 -0.4163 0.0427
N -0.037232 -1.000503 -0.534038 1.3695 0.1987 0.3544
N 0.017002 -0.593799 -1.853412 -0.4398 -0.2328 -0.1965
C 1.002180 0.235308 -2.037288 -0.0003 -0.1344 -0.0162
O 1.858060 0.586340 -1.146272 -0.0506 1.0653 0.2913
C 1.149787 0.821420 -3.406170 0.1096 -0.0589 0.0291
C 2.187094 1.711527 -3.654405 0.1101 0.0832 -0.0032
C 2.348464 2.278976 -4.912537 -0.0056 -0.0309 0.0555
C 1.469781 1.960737 -5.938254 0.0448 -0.0060 0.0761
C 0.427813 1.076124 -5.692180 -0.0404 -0.0343 0.0187
C 0.267940 0.510824 -4.435226 -0.1117 -0.0466 -0.1269
C -0.352655 -2.008586 2.247696 -0.0688 -0.1566 -0.3595
O 0.841439 -1.518425 2.050474 -0.1536 0.9667 0.6960
H 1.319349 -1.231849 5.765886 -0.0497 -0.0020 0.0484
H 0.729074 -0.311626 4.362758 0.0207 -0.0214 -0.0132
H 1.883090 -1.619962 4.120469 0.0180 -0.0232 -0.0304
H -2.235480 -3.358914 4.739241 -0.0091 0.0022 -0.0240
H -3.752827 -3.868671 2.810782 0.0099 0.0143 0.0002
H -3.106354 -3.098931 0.543195 -0.0047 0.0178 0.0439
H -1.743092 -1.998455 -0.943344 -0.0011 -0.0117 0.0365
H 2.861068 1.944866 -2.840682 0.0084 0.0156 -0.0179
H 3.162714 2.970193 -5.092157 0.0089 0.0005 0.0122
H 1.598176 2.396606 -6.921494 -0.0193 0.0090 -0.0001
H -0.264740 0.828761 -6.487491 -0.0167 -0.0233 0.0138
H -0.541612 -0.176556 -4.231623 0.0033 -0.0028 -0.0016
C 0.504977 3.246410 -0.214438 -0.0956 0.0455 0.1321
O -0.378874 2.694839 0.756042 -0.0137 0.4390 -0.1987
C 0.035897 1.615500 1.465227 1.3095 -1.2631 -0.0105
C -1.083881 1.268293 2.416881 -0.1010 0.1713 0.1366
H -0.069207 3.431949 -1.123759 0.0000 -0.0150 0.0101
H 1.322640 2.568112 -0.431534 0.0716 -0.0177 0.0103
H 0.901225 4.193255 0.161709 -0.0268 0.0151 0.0211
H -1.589092 2.166574 2.786664 0.0495 -0.0328 0.0245
H -0.712538 0.682871 3.254437 -0.0609 0.0212 -0.0157
H -1.826895 0.658678 1.889366 -0.0205 0.0291 0.0214

---

4.
44
Properties=species:S:1:pos:R:3:forces:R:3 method="wB97M-V/def2-TZVPD" lumo_ha=-0.40661 orbital_gap_ev=7.24 multiplicity=1 e_homo_ev=-18.30 charge=+3
Ir -0.189331 0.292904 -0.148072 1.4298 -0.7633 0.3031
C -1.381692 -0.533545 3.931289 -0.0453 -0.1376 -0.0063
C -1.222348 -0.379856 2.461151 -0.3095 -0.0572 0.0211
N -0.206920 0.169069 1.881190 0.2916 -0.5916 -0.1787
N 0.959624 0.471782 2.557065 -0.1479 0.5019 -0.0061
C 2.028608 0.896250 1.851283 -0.1352 -0.0916 -0.1555
N 3.103292 1.292985 2.482592 0.0872 -0.0858 0.0804
S 2.022646 0.876822 0.106970 -0.1485 0.3314 -0.0381
C -2.240428 -0.915578 1.508520 0.1676 0.3518 0.0474
C -3.451477 -1.427390 1.903230 -0.1065 -0.1106 0.0880
C -4.298562 -1.998536 0.945326 -0.0025 0.0613 0.0680
C -3.883749 -2.057037 -0.366424 0.1707 -0.1158 0.0017
C -2.661414 -1.479993 -0.710040 -0.0738 -0.1472 0.0371
N -1.873786 -0.906667 0.194369 -0.5130 0.7375 -0.1823
H -0.727114 0.112562 4.511918 -0.0027 0.0019 -0.0037
H -1.210017 -1.573623 4.225408 0.0414 0.0107 -0.0123
H -2.404274 -0.292318 4.221316 0.0073 0.0297 -0.0057
H 0.989855 0.350793 3.560791 -0.0211 0.0234 0.0223
H 3.179807 1.323894 3.491653 0.0220 -0.0351 -0.0051
H 3.930157 1.551497 1.958429 -0.0180 0.0389 -0.0090
H -3.748572 -1.389669 2.941997 -0.0191 -0.0942 -0.0180
H -5.264331 -2.392343 1.233847 0.0322 -0.0347 0.0486
H -4.478522 -2.547174 -1.125021 -0.0252 0.0861 -0.0245
H -2.304469 -1.495110 -1.731660 -0.0361 0.1209 -0.0153
C 0.463119 -0.404345 -4.343644 -0.0614 0.0960 -0.0833
C -0.226658 0.652323 -4.927365 0.0505 -0.0676 0.0385
C -0.890485 1.564094 -4.118505 -0.0251 0.0235 -0.0377
C -0.856450 1.388855 -2.748399 -0.1068 0.0265 0.1385
N -0.184747 0.365471 -2.192503 0.3090 -0.4616 -0.0216
C 0.470465 -0.514044 -2.967918 -0.0776 0.0476 -0.0099
C -1.497983 2.250040 -1.747317 -0.0347 0.1464 0.0000
C -2.367748 3.283482 -2.037305 0.0033 0.1028 0.0595
C -2.905489 4.038412 -1.005782 -0.0228 0.0549 -0.0218
C -2.546009 3.755200 0.303424 0.0809 0.0192 -0.0390
C -1.686246 2.704881 0.544144 0.0447 0.1145 0.0407
N -1.183307 1.963028 -0.455240 -0.8014 -0.0794 -0.1290
H 0.996280 -1.128379 -4.943852 0.0029 0.0012 0.0126
H -0.244080 0.768977 -6.002932 0.0133 0.0015 0.0016
H -1.414171 2.401227 -4.557478 -0.0177 -0.0065 0.0122
H 1.004681 -1.310690 -2.465646 0.0003 0.0098 0.0238
H -2.636261 3.495757 -3.062213 0.0407 -0.0041 -0.0127
H -3.592923 4.845597 -1.222730 0.0034 -0.0058 -0.0085
H -2.923428 4.336497 1.132730 -0.0001 -0.0039 0.0035
H -1.371148 2.453999 1.546306 -0.0469 -0.0460 -0.0242

---

5.
38
Properties=species:S:1:pos:R:3:forces:R:3 method="wB97M-V/def2-TZVPD" lumo_ha=0.03108 orbital_gap_ev=8.44 multiplicity=1 smiles=Cc1c[nH]c2ccccc12.Cc1c[nH]c2ccccc12 e_homo_ev=-7.60
C -2.079752 2.972269 -0.927552 -0.1379 -0.4864 0.0106
C -2.418304 1.672895 -0.253608 0.3212 0.5258 0.4574
C -3.043455 1.561718 0.946068 0.1080 0.1547 -0.2038
N -3.027918 0.254070 1.377741 0.4885 -0.4194 1.0010
C -2.199328 -0.462638 0.537893 -0.5349 -0.2472 -0.7281
C -1.794544 -1.797117 0.590790 0.2774 -0.2013 1.1077
C -1.015890 -2.303996 -0.416826 -0.1293 0.9725 -1.3002
C -0.783653 -1.482518 -1.545601 -0.0145 -0.5342 -0.5115
C -1.168948 -0.169194 -1.621836 -0.1671 0.4667 0.3553
C -1.884920 0.370840 -0.535747 0.4619 -0.0695 -0.6755
H -1.030738 2.930941 -1.204532 0.1822 0.1641 -0.1642
H -2.214580 3.804913 -0.238768 -0.0701 0.0414 -0.0347
H -2.665626 3.157963 -1.825340 -0.0434 0.0349 -0.1048
H -3.411028 2.360853 1.560413 -0.3509 0.0201 0.1434
H -3.118290 -0.013495 2.348107 -0.1976 0.1978 -0.1924
H -2.009219 -2.343455 1.499501 -0.0636 -0.3229 -0.0342
H -0.555804 -3.274456 -0.525726 -0.3758 -0.2967 0.7579
H -0.386004 -1.983949 -2.424723 0.4281 0.3064 0.1517
H -0.919640 0.468479 -2.468352 -0.1188 -0.2813 -0.0028
C 0.924729 1.722343 2.244285 -0.0828 0.4828 0.1450
C 1.436540 1.210979 0.944060 -0.0898 -0.0152 -0.3186
C 1.605570 1.930706 -0.192709 -0.0702 0.1796 0.0125
N 2.120026 1.149965 -1.203396 -0.0312 0.1725 -0.1272
C 2.299735 -0.128147 -0.715011 -0.3868 0.2647 -0.7742
C 2.684017 -1.293629 -1.364148 0.6654 -0.8410 0.5433
C 2.778662 -2.444073 -0.590012 -0.2006 -0.1170 -0.3307
C 2.365407 -2.465171 0.742526 -0.1961 0.6814 0.9097
C 1.870295 -1.317899 1.344055 0.3538 0.3225 -0.3629
C 1.853639 -0.127579 0.614722 -0.0330 -0.0822 0.3383
H 1.136335 2.792762 2.344363 0.1192 -0.1368 -0.0241
H 1.413888 1.219071 3.076231 -0.0842 -0.0558 0.1078
H -0.159442 1.651235 2.358898 -0.0306 -0.3606 -0.0464
H 1.331739 2.953002 -0.392742 0.1934 0.1567 0.0723
H 2.466224 1.550295 -2.061850 -0.0715 -0.4231 0.1020
H 2.995343 -1.399643 -2.392856 -0.0825 0.5349 -0.1595
H 3.146914 -3.349366 -1.064436 -0.0603 0.0564 0.1278
H 2.450807 -3.310253 1.405177 0.0746 -0.5328 -0.3625
H 1.551439 -1.277622 2.375365 -0.0504 -0.3124 0.1145

---

6.
45
Properties=species:S:1:pos:R:3:forces:R:3 method="wB97M-V/def2-TZVPD" lumo_ha="-0.16903 / -0.17239" orbital_gap_ev="6.81 / 7.33" multiplicity=3 e_homo_ev="-11.41 / -12.02" charge=+1
W 0.029700 0.387799 -0.123725 0.6029 -0.5809 -0.7748
O 1.694732 -0.535853 -1.520214 -0.1377 -0.3107 0.5008
C 3.009330 -0.109791 -1.115071 0.0980 -0.1260 -0.0727
C 3.025334 1.392223 -0.997272 -0.0668 0.1607 0.0935
N 1.854353 1.837103 -0.199752 -0.4379 0.3120 0.4628
C 2.161457 2.030499 1.249563 0.0817 -0.0751 -0.2314
C 0.914749 1.572757 1.970742 -0.0430 -0.4873 0.2121
O 0.163388 2.283847 2.553678 0.0113 -0.0255 0.3709
O 0.658404 0.220512 1.713380 -0.0788 1.1081 -0.0889
C 1.177546 2.999996 -0.842436 0.2219 -0.0136 0.2618
C 0.531525 2.456509 -2.111314 -0.2977 -0.6854 0.0017
O 0.673802 2.934349 -3.193513 -0.0593 0.1644 -0.0607
O -0.143391 1.305410 -1.877417 0.2993 0.6477 -0.4404
H 1.528411 -0.333193 -2.448980 -0.0684 0.0676 -0.1635
H 3.757531 -0.460007 -1.823820 -0.0177 -0.0382 -0.0387
H 3.199691 -0.596611 -0.158684 -0.0478 -0.0061 0.0334
H 2.965422 1.852507 -1.983919 -0.0055 -0.0342 -0.0356
H 3.946411 1.739155 -0.526354 0.0366 0.0092 -0.0463
H 2.394717 3.060822 1.506644 0.0551 0.0659 -0.1139
H 2.982421 1.371654 1.527151 0.0912 0.0495 -0.0278
H 1.870746 3.806564 -1.074478 0.0712 0.0133 -0.0284
H 0.413917 3.370114 -0.155470 -0.0188 0.0587 -0.0008
C 0.510878 -5.243626 0.495334 -0.0251 -0.0354 -0.0080
C -0.862360 -5.059533 0.376326 -0.0050 -0.0183 0.0079
C -1.398443 -3.785494 0.317635 -0.0212 -0.1264 -0.0749
C -0.544626 -2.692158 0.377805 -0.3659 0.4893 -0.1391
C 0.821194 -2.864050 0.497130 0.2602 -0.0698 0.0836
C 1.351808 -4.145023 0.557912 -0.0502 0.0181 -0.0066
N -1.093708 -1.342939 0.309937 0.4201 -0.7153 0.0217
N -2.292066 -1.244345 0.659569 -0.4428 0.4806 0.0852
C -2.782120 0.069904 0.559124 -0.1264 -0.6453 -0.0055
C -4.132086 0.282306 0.790344 -0.2109 0.1340 0.1306
C -4.634163 1.559808 0.600148 0.0778 -0.0445 -0.0024
C -3.789635 2.582750 0.173642 -0.0299 0.0927 -0.0105
C -2.438783 2.351613 -0.058516 -0.2329 -0.0551 0.1516
C -1.917169 1.082442 0.147099 0.4629 0.0110 -0.0221
H 0.921768 -6.243700 0.541861 -0.0168 0.0228 -0.0007
H -1.522048 -5.915832 0.326107 0.0213 0.0182 -0.0018
H -2.463816 -3.639379 0.216568 0.0174 0.0308 0.0041
H 1.492811 -2.024252 0.594495 -0.0423 0.1274 0.0159
H 2.419753 -4.279660 0.666999 -0.0183 0.0029 0.0002
H -4.761219 -0.539135 1.108170 0.0160 0.0226 -0.0225
H -5.683079 1.762198 0.770120 0.0225 -0.0046 -0.0068
H -4.193377 3.573913 0.010438 -0.0084 -0.0196 0.0124
H -1.819712 3.167827 -0.406983 0.0083 0.0100 -0.0253